(1)
# C11H21N5O5S

A 2-piece molecular cluster, C11H21N5O5S overall in a non-equilibrium geometry (wB97M-V/def2-TZVPD, the OMol25 dataset).

Positions of all 43 atoms, in Å:
S: 1.8649 2.9883 -0.8762
O: -4.7224 1.2711 1.4617
O: -0.7361 -2.5065 2.8235
O: -4.0398 3.3622 1.0744
O: 0.1759 2.7515 1.3116
O: -5.9904 3.0030 2.1731
N: 0.7215 -1.1070 -2.4552
N: -0.6238 -2.1492 -0.8005
N: -1.5791 1.8594 0.2983
N: -0.5766 2.0412 -0.6382
N: -1.4968 -0.3394 -2.0746
C: 3.6679 0.8890 -0.7490
C: 2.5030 -0.1028 -0.9868
C: 0.0961 -4.0061 1.1604
C: 0.0147 -2.5621 1.6175
C: 1.6649 0.0799 -2.2399
C: 3.2600 2.1957 -0.0344
C: -1.1020 2.2893 1.4190
C: 0.4330 2.5734 0.0052
C: -0.6013 -1.5765 0.5868
C: -4.9624 2.6821 1.5942
C: -0.4952 -1.1579 -1.7756
H: 2.2703 0.1472 -3.1429
H: 0.4421 -0.9619 -3.4258
H: 0.1650 -4.6310 2.0522
H: -0.7914 -4.3315 0.6148
H: 4.3584 0.3545 -0.0887
H: 1.0602 0.9801 -2.1819
H: 1.8603 -0.0915 -0.1013
H: -2.4228 -0.6971 -2.2632
H: 3.1176 2.0366 1.0354
H: -0.6604 -1.6212 3.1918
H: 0.9713 -4.1660 0.5312
H: -1.6151 -1.3454 0.9230
H: -1.6636 2.3099 2.3427
H: 4.0626 2.9324 -0.1153
H: 1.0305 -2.2046 1.8356
H: -1.3371 0.6719 -2.0812
H: 4.2298 1.1222 -1.6561
H: -3.8943 1.3089 0.9650
H: -1.5574 -2.5463 -0.9061
H: 2.9413 -1.1045 -1.0340
H: -0.0432 -0.6417 0.6096

As for the HOMO energy: -6.5 eV. The net charge is 0. Its maximum force is 1.5 eV Å⁻¹.

Mulliken population analysis, charges in e, atoms 1 to 5:
1. S -0.21
2. O -0.54
3. O -0.59
4. O -0.71
5. O -0.31

(2)
# C6H8Cl2N3

An isolated ion of composition C6H8Cl2N3 and charge +1 in a non-equilibrium geometry (wB97M-V/def2-TZVPD, the OMol25 dataset).

Positions of all 19 atoms, in Å:
Cl: -2.1704 2.3787 -0.3450
Cl: 4.1602 0.7670 0.2387
N: -0.9007 0.2152 0.3022
N: 2.0724 -0.1050 -1.6619
N: 1.8246 1.2549 1.4382
C: -1.5283 -2.2239 0.7126
C: 0.5905 1.7858 -1.1555
C: -1.1986 -0.8883 0.4644
C: 1.7096 0.8262 -0.9025
C: -0.6810 1.5474 0.1421
C: 2.4474 0.9913 0.3856
H: -0.2142 1.9661 1.0391
H: 2.3848 1.3417 2.2803
H: -1.1784 -2.8762 -0.0926
H: -1.0659 -2.5406 1.6512
H: 1.5687 -0.2070 -2.5393
H: 0.0816 1.6086 -2.0975
H: -2.6135 -2.3278 0.8026
H: 0.8766 2.8222 -1.0279

As for the relative energy (zero: lowest compared OMol25 entry of this formula, charge and spin): 0.0 kcal/mol. As for the HOMO energy: -13.8 eV. As for the SMILES: [H]/N=C(Cl)/C(C[C@@H](Cl)[N+]#CC)=N/[H]. The net charge is +1. Its maximum force is 4.7 eV Å⁻¹.

Mulliken population analysis, charges in e, atoms 1 to 5:
1. Cl -0.12
2. Cl -0.12
3. N 0.21
4. N -0.60
5. N -0.50

(3)
# C5H3NO

C5H3NO as an isolated structure (wB97M-V/def2-TZVPD, the OMol25 dataset).

Positions of all 10 atoms, in Å:
O: -1.1839 0.7731 -0.9678
N: -1.4502 -0.5657 -1.0524
C: -0.1824 0.9710 -0.0479
C: 0.1351 -0.2998 0.5423
C: -0.7180 -1.2019 -0.1929
C: 1.3116 -0.4842 1.3260
C: 1.9624 0.1339 0.3859
H: -0.2601 1.9127 0.4877
H: 1.1799 1.0387 -0.3764
H: -0.7944 -2.2777 -0.1045

As for the relative energy (zero: lowest compared OMol25 entry of this formula, charge and spin): 165.3 kcal/mol. As for the HOMO energy: -10.0 eV. The net charge is 0. Its maximum force is 0.4 eV Å⁻¹.

Mulliken population analysis, charges in e, atoms 1 to 5:
1. O -0.16
2. N -0.26
3. C -0.44
4. C 0.69
5. C -0.32

(4)
# C47H123N11O15

A 10-piece molecular cluster, C47H123N11O15 overall in a non-equilibrium geometry (wB97M-V/def2-TZVPD, the OMol25 dataset).

Positions of all 196 atoms, in Å:
O: 12.8961 -9.5906 -9.2206
O: 17.3548 6.7069 -9.2805
O: 12.6951 -5.3142 -2.5097
O: 13.3989 0.0439 -15.3214
O: 17.7438 -4.5535 -16.6472
O: 19.4361 13.6689 -14.0555
O: 13.0910 5.5836 -1.3541
O: 17.2453 2.0404 -8.5691
O: 18.1389 6.1697 -3.0252
O: 16.1169 15.8592 -10.7634
O: 27.4846 7.8705 -16.8170
O: 18.2921 1.8508 -18.8737
O: 28.0216 -2.9656 -11.8272
O: 23.3162 -1.2259 -17.5342
O: 9.0861 8.8806 -9.7477
N: 11.6629 6.5598 -8.1498
N: 16.5492 4.1287 -1.6989
N: 21.2019 -4.2761 -18.0532
N: 14.1710 -5.0213 -0.7490
N: 18.1188 3.9001 -10.2474
N: 10.2106 -9.9929 -10.4466
N: 29.4577 10.1374 -18.9916
N: 25.3455 -1.7332 -12.4468
N: 13.2036 -3.3886 -1.6317
N: 16.8233 15.0839 -13.5076
N: 16.0366 2.5199 -16.0318
C: 27.0436 -3.6417 -12.5885
C: 15.2532 15.3819 -9.6972
C: 25.6709 -3.1543 -12.0976
C: 19.7544 -4.5632 -17.9247
C: 17.9183 7.3818 -3.6874
C: 13.8854 -8.9936 -8.4012
C: 17.1445 2.2219 -18.2118
C: 17.8328 4.9966 -3.7099
C: 18.9307 2.6808 -10.1738
C: 21.3619 -2.8184 -17.9180
C: 12.7430 -0.3530 -14.1134
C: 14.0760 1.2604 -15.0484
C: 11.8089 -10.0539 -8.4620
C: 16.1745 16.3576 -13.2193
C: 18.0806 6.4382 -10.4169
C: 9.3831 5.8531 -8.8329
C: 17.3470 2.3211 -16.6909
C: 10.5330 6.8596 -9.0615
C: 24.2227 -0.3814 -18.2477
C: 13.3059 -4.6511 -1.6959
C: 22.8426 -2.3453 -18.3138
C: 18.9737 5.1386 -10.2402
C: 10.8132 -10.7956 -9.4052
C: 12.2462 4.7439 -2.2102
C: 17.0244 -4.6923 -15.4143
C: 16.2449 1.2644 -7.9902
C: 18.4974 14.0404 -15.0786
C: 17.9842 1.5986 -9.7030
C: 24.5337 -4.0793 -12.5321
C: 18.0751 1.7628 -20.2292
C: 19.1471 -4.3648 -16.4889
C: 29.3918 -3.1725 -12.2684
C: 9.5848 9.1761 -11.0672
C: 15.2336 4.5234 -2.1319
C: 17.7249 15.2696 -14.6620
C: 14.3104 4.9047 -0.9951
C: 28.3805 9.2220 -18.6624
C: 10.0672 8.3047 -8.8420
C: 28.5811 8.0850 -19.6205
C: 28.4968 8.7676 -17.1824
C: 17.5134 3.9215 -2.7156
C: 27.7171 7.3542 -15.5710
C: 15.1421 1.3311 -16.1520
C: 15.3119 16.0463 -11.9753
C: 20.1785 12.5261 -14.3310
C: 11.4958 -11.9919 -10.1217
C: 16.8114 7.9952 -9.3552
H: 24.5967 -4.2448 -13.6077
H: 28.3134 9.6270 -16.5375
H: 11.5482 5.3900 -2.7425
H: 14.6086 1.2395 -14.0976
H: 29.6045 7.7235 -19.7210
H: 16.9010 4.7931 -1.0244
H: 12.0253 -10.6337 -7.5647
H: 17.3557 0.9712 -20.4391
H: 24.9270 0.1628 -17.6184
H: 14.6956 14.4853 -9.9682
H: 25.7613 -2.9890 -11.0240
H: 14.6418 -4.2663 -0.2710
H: 13.3484 -0.3372 -13.2071
H: 29.0855 10.8798 -19.5664
H: 21.2930 -2.5494 -16.8640
H: 16.8376 17.1657 -12.9106
H: 19.0337 1.4950 -20.6736
H: 15.2616 1.3916 -8.4428
H: 19.6109 -5.1604 -15.9058
H: 11.0495 -9.6805 -10.9144
H: 14.7788 -8.8528 -9.0096
H: 23.5952 0.3244 -18.7919
H: 26.2160 -1.2227 -12.4042
H: 12.7543 4.1917 -3.0008
H: 16.1250 1.5706 -6.9509
H: 24.8409 -1.0344 -18.8637
H: 14.2632 -9.6614 -7.6270
H: 15.2834 5.3985 -2.7798
H: 20.7489 12.6580 -15.2505
H: 14.6088 16.8712 -11.8601
H: 13.4817 2.1724 -15.1051
H: 27.1885 -3.3888 -13.6388
H: 24.6244 -5.0420 -12.0292
H: 23.4762 -3.1791 -18.0115
H: 14.7401 1.4498 -17.1582
H: 10.9414 8.9486 -8.7450
H: 18.6711 4.5927 -4.2775
H: 12.1236 -12.6072 -9.4772
H: 9.5648 8.4033 -7.8797
H: 15.9843 15.1835 -8.9135
H: 17.5596 8.7649 -9.5444
H: 27.3536 9.5462 -18.8315
H: 19.4735 11.7105 -14.4915
H: 19.6976 2.8372 -9.4152
H: 8.7722 5.9858 -7.9400
H: 20.9194 12.1244 -13.6399
H: 10.9600 6.7135 -10.0536
H: 20.6546 -2.2391 -18.5116
H: 13.8920 -2.9756 -1.0188
H: 18.0042 3.1588 -16.4575
H: 28.2778 7.9427 -14.8448
H: 17.9222 1.4902 -16.2823
H: 19.5629 -3.4768 -16.0128
H: 8.6509 5.8353 -9.6401
H: 30.0074 -2.3679 -11.8662
H: 28.2527 8.3882 -20.6147
H: 19.5757 -5.5888 -18.2476
H: 17.1859 14.5456 -12.7337
H: 27.9378 7.2768 -19.2726
H: 17.3043 2.9737 -3.2117
H: 29.4993 8.3782 -17.0054
H: 12.2060 -11.6104 -10.8553
H: 12.0904 5.7047 -8.4758
H: 15.9592 -4.4754 -15.4941
H: 18.4472 16.0809 -14.5720
H: 18.6000 0.7925 -9.3042
H: 29.3954 -3.0323 -13.3494
H: 18.7870 7.2158 -10.7072
H: 17.3677 1.2578 -10.5348
H: 19.5426 5.0631 -9.3135
H: 18.4037 3.6559 -2.1458
H: 16.0956 8.2778 -10.1271
H: 14.5233 -5.9668 -0.7961
H: 17.8219 13.2045 -15.2604
H: 18.4795 7.4513 -4.6192
H: 28.1160 6.3405 -15.5320
H: 11.7740 4.0547 -1.5101
H: 12.4611 7.1743 -8.2231
H: 14.0244 3.9590 -0.5347
H: 25.2953 -1.7555 -13.4553
H: 16.2687 2.6723 -15.0607
H: 22.8765 -2.2129 -19.3952
H: 16.8558 7.4912 -3.9046
H: 17.7306 2.6962 -20.6744
H: 19.6667 5.1760 -11.0807
H: 11.3267 -9.1810 -8.0219
H: 17.0618 5.1169 -4.4710
H: 19.0691 14.1712 -15.9974
H: 11.8756 0.2749 -13.9098
H: 19.2041 -4.0898 -18.7379
H: 14.8272 3.7838 -2.8217
H: 16.8666 3.2088 -18.5818
H: 8.7463 9.4671 -11.6999
H: 16.4444 1.4619 -18.5586
H: 15.6171 16.6785 -14.0993
H: 12.4761 -2.8494 -2.0791
H: 13.5763 -8.0161 -8.0312
H: 17.4279 -4.0506 -14.6310
H: 17.0704 15.5149 -15.4984
H: 10.1394 10.1108 -10.9844
H: 9.8929 -10.6803 -11.1150
H: 17.2507 -5.7267 -15.1558
H: 17.4395 6.3004 -11.2876
H: 10.1067 8.3442 -11.5401
H: 9.6986 4.8112 -8.7785
H: 19.4983 2.5430 -11.0941
H: 27.1766 -4.7065 -12.3973
H: 16.5766 0.2261 -7.9837
H: 12.2804 -1.3386 -14.1665
H: 18.2962 8.2076 -3.0846
H: 17.5645 3.8687 -9.4037
H: 29.7578 -4.1260 -11.8877
H: 29.7054 10.6232 -18.1415
H: 16.3277 8.1211 -8.3866
H: 23.5489 -3.6492 -12.3495
H: 14.9729 5.3926 -0.2802
H: 26.7491 7.3378 -15.0703
H: 14.5046 16.1160 -9.3991
H: 21.5669 -4.6442 -18.9200
H: 15.7515 0.4275 -16.1707
H: 10.7744 -12.5592 -10.7097
H: 14.7027 15.1584 -12.1440
H: 10.0354 -11.1299 -8.7187

As for the relative energy (zero: lowest compared OMol25 entry of this formula, charge and spin): 21.4 kcal/mol. As for the HOMO energy: -8.7 eV. As for the SMILES: COC[C@H](C)N.COC[C@H](C)N.COC[C@H](C)N.COC[C@H](C)N.COCCNCCOC.COCCNCCOC.COCCNCCOC.COCCNCCOC.COCCNCCOC.NC(N)=O. The net charge is 0. Its maximum force is 6.7 eV Å⁻¹.

Mulliken population analysis, charges in e, atoms 1 to 5:
1. O -0.29
2. O -0.19
3. O -0.65
4. O -0.28
5. O -0.33